C24H30N2O2S as an isolated structure at a distorted geometry, computed with the ωB97M-V functional and the def2-TZVPD basis.

Summary:
HOMO energy = -7.9 eV
Energy relative to the best compared isomer or geometry (same formula, charge and spin) = 2092.5 kJ/mol
Energy = -43265.9588 eV

The geometry in ORCA input format:
```
! wB97M-V def2-TZVPD RIJCOSX def2/J DEFGRID3
* xyz 0 1
H 0.778 3.909 -3.555
C 2.000 0.769 -3.384
S -1.802 7.631 0.976
C 1.236 -2.118 -1.011
H -3.773 7.883 -0.203
C -1.653 -5.126 3.735
C 2.133 -2.223 -0.168
C 0.957 -4.288 0.619
C 0.293 1.586 -0.915
C 1.504 0.951 -0.845
C 0.939 5.409 -0.704
H 0.742 6.793 0.888
H -0.731 -4.855 -0.434
C 2.027 -3.231 0.839
H 2.029 3.604 -1.987
C 0.930 -5.401 1.540
H -2.719 -5.113 4.039
C -0.190 -6.926 3.231
H 0.813 -6.603 3.822
C -1.281 -5.011 2.498
H -1.315 -7.071 4.841
H 2.906 -1.493 0.016
C 0.830 3.626 -2.351
H 1.481 0.576 0.154
H -2.100 -7.201 3.250
H 0.050 -7.629 2.605
C -1.611 5.603 -0.754
C -0.988 6.397 0.083
H 0.566 1.998 -4.430
H 1.902 0.110 -4.038
H -2.097 -5.237 1.577
H -0.439 0.858 -0.949
C 0.103 4.528 -1.559
N -0.101 -5.739 2.280
O 0.923 -1.015 -1.868
H -0.057 2.406 -0.200
H 2.010 5.251 -0.817
C 0.211 -3.002 -1.179
C 0.618 1.348 -3.390
C -0.012 -4.101 -0.251
H 2.756 1.466 -3.322
H 2.051 1.746 -0.720
C -1.298 4.714 -1.625
H -2.943 5.807 -0.735
C -1.407 -6.799 3.890
H -0.723 -2.780 -2.018
H -3.952 6.727 1.077
H 2.700 -3.307 1.743
N 0.053 2.284 -2.472
H -0.148 0.739 -3.462
C -3.500 7.637 0.920
H 3.077 -0.347 -1.920
O 2.302 -5.973 2.008
H -1.420 -4.613 4.469
H -4.106 8.460 1.574
C 2.018 0.034 -1.809
H -1.063 -3.984 2.261
H -1.716 4.076 -2.203
C 0.203 6.263 0.345
*
```

Löwdin atomic charge list, values in e, 6 entries: 0.168 -0.014 0.931 -0.345 0.068 -0.123

---

C28H54F3O26Rb2 as an isolated structure at a distorted geometry, computed with the ωB97M-V functional and the def2-TZVPD basis.

Summary:
HOMO energy = -11.0 eV
Energy relative to the best compared isomer or geometry (same formula, charge and spin) = 0.0 kJ/mol
Energy = -92605.3990 eV

The geometry in ORCA input format:
```
! wB97M-V def2-TZVPD RIJCOSX def2/J DEFGRID3
* xyz 1 1
H 1.235 28.120 0.773
O -5.282 27.693 -1.117
O 4.433 33.804 -0.690
H 4.240 25.404 -1.318
H -4.259 31.533 0.195
H 3.012 32.656 1.140
O -3.321 31.257 2.861
O 2.405 29.053 7.006
C -4.701 31.086 -0.686
H 3.356 27.776 -1.387
H -2.407 30.643 4.678
O -4.328 31.438 -4.916
O 4.894 28.129 1.606
H 3.229 27.101 0.155
H 0.375 30.513 -1.374
H 1.142 29.753 8.459
H 7.103 28.635 -1.179
H -2.958 33.234 -3.048
Rb 1.101 27.285 -3.794
H 3.086 30.893 1.163
C -1.150 29.955 0.008
H 3.234 24.124 -1.816
O 6.413 32.754 -0.523
H 2.024 26.581 -1.058
C 6.134 27.057 -4.423
H -4.322 31.923 -8.580
H 5.676 27.825 -0.550
H 9.017 22.224 -1.196
O 6.002 29.645 2.753
C -2.191 31.122 3.725
H -6.479 33.392 3.394
O 4.982 30.272 -3.775
H 3.010 30.516 -3.058
H 2.011 29.410 -0.113
H -5.209 31.218 -7.162
C 1.742 29.072 5.853
O 0.523 28.540 -1.203
H -7.031 27.062 -2.064
C 5.105 32.875 -0.368
C 2.063 30.054 7.963
C 6.393 23.958 -1.707
H -1.452 30.529 3.200
H 2.711 28.356 2.901
O -4.657 29.669 -0.586
H 6.457 34.362 -1.849
H 4.055 31.933 -3.040
C 1.916 28.413 3.641
H -7.287 32.499 2.118
H 6.742 31.307 1.753
H -1.291 32.790 -3.240
H -6.975 31.785 3.752
O 6.496 29.363 0.610
O 0.597 29.409 5.716
O -4.369 32.538 4.393
O 2.545 28.646 4.890
H 1.896 31.000 7.448
C -6.587 32.402 2.938
H -5.568 26.904 -2.997
C -5.580 28.993 -1.233
C 4.840 28.989 -4.065
C 6.169 28.789 -0.642
F -2.087 29.024 0.262
H 1.385 27.459 3.607
C 1.544 28.422 -0.231
O 6.797 25.079 -1.876
C -4.341 31.944 3.357
C -4.611 32.042 -7.544
O 7.116 22.905 -1.357
H -1.820 32.129 3.924
Rb -3.037 28.127 -3.880
H 2.899 30.141 8.643
C -0.404 29.715 -1.295
C 7.116 33.833 -1.168
C 3.796 31.037 -3.603
H 6.022 26.914 -5.501
C 6.843 30.802 2.717
O -2.411 32.620 -4.944
C 5.733 28.992 1.644
O -5.337 31.896 2.471
F -1.781 31.140 -0.088
H -5.837 25.835 -1.543
O 4.657 31.765 0.207
H -4.130 31.410 -1.559
H -2.502 31.494 -3.180
H -5.722 31.437 -0.809
H 4.075 24.967 -3.055
H 5.344 26.473 -3.963
C -5.973 26.814 -1.987
C 2.600 27.427 -0.676
H 8.940 23.887 -1.690
H 3.407 31.395 -4.559
H 1.209 29.221 3.462
C 3.278 31.777 0.556
C -3.444 32.014 -5.496
H -5.223 32.938 -7.425
O -6.504 29.428 -1.873
H 7.887 30.512 2.799
H 7.903 33.354 -1.746
H 2.611 31.692 -0.305
O 6.023 28.436 -4.091
O -3.386 32.203 -6.821
O -1.052 29.510 -2.385
H 6.488 31.483 3.480
F -0.341 30.016 1.070
H 8.597 23.425 0.008
H 7.120 26.760 -4.097
C 4.202 24.590 -2.038
H 7.558 34.460 -0.401
O 5.124 23.549 -1.872
C -2.300 32.504 -3.523
H 5.556 29.496 -1.203
O 3.771 28.424 -4.210
C 8.468 23.154 -1.039
*
```

Löwdin atomic charge list, values in e, 6 entries: 0.113 -0.014 0.142 0.081 0.079 0.109

---

One molecule with the formula C21H22N6O4S at a distorted geometry, computed with the ωB97M-V functional and the def2-TZVPD basis.

Summary:
SMILES string = CCOc1cc(C#N)c(NC(=O)CSc2nnnn2-c2ccc(OC)cc2)cc1OCC
HOMO energy = -8.3 eV
Energy relative to the best compared isomer or geometry (same formula, charge and spin) = 315.2 kJ/mol
Energy = -50098.3328 eV

The geometry in ORCA input format:
```
! wB97M-V def2-TZVPD RIJCOSX def2/J DEFGRID3
* xyz 0 1
H -1.281 3.045 -1.888
H 2.514 -0.959 -5.489
O 0.875 -0.839 -3.466
C -1.463 -1.739 -0.855
H -1.458 1.586 -0.327
C 1.710 0.408 0.940
H 2.326 1.036 0.317
C -2.923 0.541 1.668
C -1.193 0.648 -0.781
H 0.274 4.552 -0.621
H -4.174 0.979 3.376
C -0.317 0.608 -1.859
H 1.044 1.987 2.229
H -0.352 -2.729 -2.403
H 3.318 -1.608 -4.060
C 2.981 -0.695 -4.544
C -1.686 0.382 4.426
N -0.485 0.678 3.850
C 2.508 -2.756 -0.651
O 2.409 -1.375 -0.389
H 2.434 0.273 -2.689
N -0.891 2.094 5.357
H 1.611 3.442 -0.945
H 0.267 2.934 0.084
H -4.632 -0.526 2.513
C 0.162 -1.261 2.523
H -2.993 -1.404 1.085
H 0.826 -2.851 1.285
N -0.038 1.768 4.478
C -1.759 -0.505 -0.258
H -0.424 -1.918 3.146
C 1.662 -0.961 0.663
C -0.577 -1.787 -1.929
C 0.215 0.100 2.784
C 0.536 3.512 -0.795
C 0.029 -0.645 -2.424
H 2.941 -3.291 0.200
N -1.922 1.272 5.359
C -0.196 3.011 -2.034
H 3.171 -2.844 -1.509
O -2.500 1.671 1.562
H 3.837 -0.056 -4.735
O 0.209 1.713 -2.440
N -2.476 -3.879 0.108
N -2.625 -0.492 0.837
C 1.000 0.936 1.992
C -3.808 0.113 2.825
S -2.777 -0.901 3.953
C 1.982 0.033 -3.658
C -2.022 -2.926 -0.345
H 1.536 -3.190 -0.899
H 0.059 3.641 -2.891
H 1.656 0.962 -4.139
C 0.881 -1.789 1.465
*
```

Löwdin atomic charge list, values in e, 6 entries: 0.126 0.078 -0.029 -0.184 0.098 0.007

---

Question: The highest energy relative to the best compared isomer or geometry (same formula, charge and spin) belongs to which entry?
Answer: C24H30N2O2S